# 1
C50H40Br3F4N2OPSSbV | ωB97M-V/def2-TZVPD

```
104
Properties=species:S:1:pos:R:3
V -0.05593 -0.71327 -0.20039
Br 6.14388 -3.30115 2.33675
C 4.34298 -3.44137 1.83492
C 3.90850 -4.55754 1.14427
C 2.59336 -4.53587 0.70254
N 1.75059 -3.54135 0.94770
C 2.14629 -2.52978 1.69811
C 3.46687 -2.41952 2.14267
C 1.07108 -1.59354 2.15034
C 1.20750 -0.89422 3.36856
C 0.09208 -0.48448 4.02998
Br 0.23399 0.46634 5.64261
C -1.19089 -0.81215 3.54358
C -1.26685 -1.35728 2.30937
N -0.15916 -1.64214 1.53858
H 4.56320 -5.39042 0.92891
H 2.20239 -5.35367 0.09976
H 3.82291 -1.54943 2.67302
H 2.17615 -0.73536 3.81271
H -2.07988 -0.62040 4.12612
H -2.22678 -1.57677 1.85494
F -0.10079 -0.47908 -7.26218
C 0.07238 -0.91780 -6.02122
C -0.40702 -2.14772 -5.64726
F -1.05077 -2.90229 -6.53268
C -0.21651 -2.59884 -4.35159
F -0.72555 -3.81441 -4.10003
C 0.44069 -1.85471 -3.39126
P 0.87243 -2.47547 -1.67825
C 0.05067 -4.08008 -1.46452
C 0.62144 -5.31265 -1.76819
C -0.06764 -6.48687 -1.51291
C -1.33847 -6.44493 -0.95282
C -1.91487 -5.22156 -0.64457
C -1.21460 -4.04716 -0.88712
C 2.64460 -2.73527 -2.04216
C 3.04102 -3.59230 -3.06981
C 4.38406 -3.75016 -3.37743
C 5.34666 -3.03306 -2.67518
C 4.95640 -2.14681 -1.68177
C 3.61111 -1.99630 -1.37242
C 0.90896 -0.59306 -3.79973
Br 1.79291 0.61085 -2.64022
C 0.73231 -0.13926 -5.08868
F 1.16744 1.05383 -5.48981
H 1.60559 -5.37255 -2.20503
H 0.38844 -7.43759 -1.75773
H -1.87122 -7.36499 -0.74837
H -2.90507 -5.18065 -0.20826
H -1.66847 -3.09816 -0.62618
H 2.30492 -4.12350 -3.65906
H 4.67749 -4.42119 -4.17542
H 6.39630 -3.15215 -2.91678
H 5.69851 -1.57078 -1.14318
H 3.32047 -1.29602 -0.59932
C -3.25629 0.84443 -0.83694
C -2.37663 0.37000 -1.97391
C -2.02686 1.52247 -2.88967
C -3.01250 -0.76961 -2.72813
O -1.10957 -0.10913 -1.40871
H -4.22360 1.18322 -1.21203
H -2.77623 1.68105 -0.32406
H -3.43158 0.03741 -0.11909
H -2.93399 2.06307 -3.17223
H -1.53497 1.16878 -3.79952
H -1.35376 2.21430 -2.38337
H -3.97169 -0.44721 -3.13988
H -3.18915 -1.62834 -2.07717
H -2.37381 -1.08708 -3.55360
S 0.75553 1.49613 0.82308
Sb -0.45220 3.16081 1.78798
C 0.85799 4.48409 2.69773
C 1.15921 5.69219 2.06971
C 2.06028 6.56630 2.66724
C 2.64863 6.23454 3.88065
C 2.34557 5.02882 4.50456
C 1.45096 4.14515 3.91537
C -1.88462 2.68592 3.21043
C -1.95167 3.43041 4.38808
C -2.95234 3.15861 5.31389
C -3.88141 2.15869 5.05950
C -3.82030 1.42489 3.87962
C -2.81963 1.68356 2.95223
C -1.47236 4.22765 0.33508
C -2.71872 4.78291 0.62146
C -3.35668 5.55062 -0.34594
C -2.75097 5.76369 -1.57750
C -1.50912 5.20645 -1.85911
C -0.86393 4.43425 -0.90307
H 0.69570 5.96127 1.12754
H 2.30003 7.50650 2.18553
H 3.34916 6.91922 4.34319
H 2.80798 4.77555 5.45045
H 1.22775 3.20015 4.40173
H -1.23554 4.21777 4.58960
H -3.00841 3.73292 6.23020
H -4.66055 1.95175 5.78279
H -4.55517 0.65345 3.68139
H -2.77199 1.10419 2.04005
H -3.19603 4.61639 1.58051
H -4.32496 5.98576 -0.13569
H -3.25027 6.36815 -2.32451
H -1.04420 5.37181 -2.82292
H 0.09682 3.98216 -1.12647
```

The multiplicity is 4. The total charge is +1. As for the expectation value of S²: 3.78. The HOMO-LUMO gap (spin up / spin down) comes out at 5.829 / 7.852 eV. As for the highest occupied orbital energy (spin up / spin down): -8.91 / -11.10 eV.

These are the Mulliken partial charges, in e, on atoms 1 to 2: atom 1 (V): 0.754, atom 2 (Br): -0.107

# 2
C17H53F6NO10P | ωB97M-V/def2-TZVPD

```
88
Properties=species:S:1:pos:R:3
P -0.21893 -2.25897 -0.05103
F 0.08198 -0.64980 -0.00348
F 1.15792 -2.53961 -0.84447
F 0.45467 -2.58611 1.39343
F -0.44932 -3.87499 -0.24744
F -1.78855 -1.88896 0.56057
F -0.83357 -1.83681 -1.60287
C 4.06674 -1.89309 1.92445
C 4.09454 -2.66566 3.28566
O 5.30105 -3.27327 3.63934
H 3.06668 -1.58978 1.61464
H 4.47392 -2.41898 1.06089
H 4.54260 -0.91898 2.03744
H 3.26737 -3.36613 3.17064
H 3.79176 -2.08685 4.15825
H 5.17528 -3.72505 4.47700
C -3.41397 1.47062 -0.48236
C -3.04649 1.12117 -1.85849
O -1.72126 0.99958 -1.92452
H -2.92227 2.40427 -0.20920
H -3.37656 0.69866 0.28627
H -4.46130 1.75327 -0.37598
H -3.42563 1.80716 -2.61596
H -3.57515 0.24089 -2.22420
H -1.50155 0.33020 -1.27241
C -2.91897 -5.72589 -1.29800
C -4.41161 -5.80265 -1.33878
O -4.89085 -5.44489 -0.09864
H -2.53188 -6.17601 -2.21214
H -2.40513 -6.03598 -0.38810
H -2.66201 -4.68687 -1.50417
H -4.69930 -6.84603 -1.46800
H -4.80687 -5.18728 -2.14698
H -4.41491 -5.83059 0.64049
C 0.54684 0.39224 3.21475
C -0.90092 0.61871 2.63340
O -1.66473 -0.55523 2.75646
H 1.13157 -0.21080 2.52010
H 0.52866 0.03776 4.24534
H 1.04380 1.36117 3.16682
H -0.77492 0.99217 1.61715
H -1.35869 1.42978 3.19972
H -1.26853 -1.12897 2.09658
O 0.82313 -4.84066 3.18578
H 0.73597 -4.48187 2.30266
H 0.02996 -4.55608 3.63980
O -3.93923 -2.60865 -1.18329
H -3.30148 -2.16885 -0.62108
H -3.66470 -3.52563 -1.18598
O 0.68893 -5.91252 -1.86928
H 1.18901 -5.38584 -2.49277
H 0.58867 -5.34700 -1.10354
O 1.42721 -1.02210 -3.17681
H 0.95126 -0.20421 -3.03274
H 0.88198 -1.69271 -2.76543
O 3.47750 -4.20049 -1.47274
H 3.42837 -4.70651 -0.66172
H 3.13929 -3.33651 -1.23741
C -1.52013 4.44535 -0.40040
C -0.29588 5.08313 -1.04417
C 0.26466 6.02438 -0.05014
C 1.02045 5.36282 1.12332
C 2.17490 4.50408 0.52656
C 1.75057 3.47866 -0.61446
N 0.74964 4.15971 -1.56325
O 0.37733 3.31548 -2.62786
C 3.14840 3.11815 -1.31712
C 1.24838 2.11471 0.01428
C -0.73144 6.09459 -2.15291
H -1.95148 3.82376 -1.18504
H -2.33509 5.12653 -0.15560
H -1.33972 3.82712 0.47899
H 1.04192 6.72117 -0.36390
H -0.54630 6.58715 0.41217
H 0.33286 4.64854 1.57620
H 1.42415 5.98361 1.92316
H 2.51208 4.00322 1.43406
H 2.97031 5.20483 0.27283
H 3.77530 3.93237 -1.68064
H 3.66084 2.34869 -0.73967
H 2.92800 2.64092 -2.27199
H 0.88750 1.45267 -0.77286
H 1.98825 1.42205 0.41543
H 0.45364 2.34116 0.72505
H 0.06149 6.75021 -2.51281
H -1.59300 6.72293 -1.92707
H -0.99787 5.66020 -3.11646
H -0.19730 2.63828 -2.26343
```

The total charge is -1. The HOMO-LUMO gap comes out at 8.878 eV. As for the highest occupied orbital energy: -6.40 eV.

These are the Mulliken partial charges, in e, on atoms 1 to 2: atom 1 (P): 1.902, atom 2 (F): -0.349

# 3
C18H15N3OTl | ωB97M-V/def2-TZVPD

```
38
Properties=species:S:1:pos:R:3
Tl -0.01034 -0.06776 0.37113
O -1.24177 3.79984 -0.88821
C -1.18679 2.62659 -0.57263
N -0.03608 1.91916 -0.45235
C 1.17211 2.70182 -0.60118
C 2.41763 1.96873 -0.19709
C 3.63430 2.63960 -0.12691
C 4.77392 1.93267 0.19522
C 4.68074 0.56340 0.43076
C 3.43888 -0.02314 0.36737
N 2.32864 0.67128 0.06811
C -2.46421 1.86302 -0.32274
C -3.67817 2.44436 -0.64348
C -4.83718 1.71255 -0.44303
C -4.74565 0.43913 0.10194
C -3.49575 -0.05145 0.42901
N -2.37829 0.64479 0.20474
H 1.09148 3.63244 -0.03324
H 1.28287 3.00177 -1.64905
H 3.67191 3.70324 -0.32187
H 5.72839 2.43680 0.26535
H 5.55418 -0.02654 0.66720
H 3.31013 -1.08172 0.54985
H -3.68320 3.44856 -1.04146
H -5.80057 2.13106 -0.70102
H -5.62534 -0.16520 0.27061
H -3.37915 -1.01884 0.90255
C -0.04567 -4.95403 0.17270
C 1.01661 -4.32298 0.80536
C 1.03356 -2.93917 0.93638
C -0.03659 -2.22769 0.42106
C -1.12363 -2.83062 -0.19041
C -1.11398 -4.21595 -0.31536
H -0.04101 -6.02974 0.06098
H 1.83968 -4.90147 1.20354
H 1.85750 -2.45538 1.44007
H -1.96042 -2.25961 -0.56884
H -1.94875 -4.70951 -0.79506
```

The total charge is +1. The HOMO-LUMO gap comes out at 8.618 eV. As for the highest occupied orbital energy: -12.51 eV.

These are the Mulliken partial charges, in e, on atoms 1 to 2: atom 1 (Tl): 1.450, atom 2 (O): -0.663

# 4
C20H39O5P3Pd | ωB97M-V/def2-TZVPD

```
68
Properties=species:S:1:pos:R:3
Pd 0.06695 -0.22858 0.28866
O 2.95593 0.50727 -1.84549
C 2.08373 -0.28112 -1.60846
O 1.89854 -0.83009 -0.39746
C 1.12370 -0.76161 -2.68705
C 0.34996 -1.99311 -2.24506
C -0.43884 -2.62258 -3.38150
C -1.60434 -1.62372 -3.56590
C -1.26022 -0.56047 -2.53632
O -0.72867 -1.37266 -1.42138
C -0.02957 0.25418 -2.96929
C 0.02464 1.55552 -2.19533
O -0.00011 2.63018 -2.72379
O 0.02535 1.47848 -0.85132
H 1.70641 -0.94268 -3.58844
H 0.93690 -2.66615 -1.63722
H 0.18070 -2.72500 -4.27064
H -0.79886 -3.61249 -3.10871
H -1.66024 -1.20258 -4.56735
H -2.56334 -2.08412 -3.33712
H -2.09291 0.02540 -2.17666
H -0.08435 0.51176 -4.02353
C -2.80464 0.57836 2.37891
P -1.82596 1.05526 0.93064
C -3.06159 1.36849 -0.33763
C -1.09716 2.64014 1.44902
C 0.01319 2.32332 2.44689
P 1.20951 1.15512 1.72033
C 2.38898 2.05948 0.72780
C 2.10184 0.49029 3.13405
H -3.33352 1.46734 2.72954
H -2.19165 0.19110 3.18882
H -3.54934 -0.16749 2.11044
H -3.85792 1.94448 0.14025
H -3.49718 0.43774 -0.69523
H -2.64047 1.94550 -1.15969
H -1.88155 3.25968 1.88767
H -0.70542 3.14034 0.56627
H -0.37382 1.86575 3.36166
H 0.56640 3.21752 2.74436
H 2.81139 2.84245 1.36358
H 1.89817 2.50011 -0.13684
H 3.16784 1.38822 0.37069
H 2.34969 1.36607 3.74207
H 3.03101 0.01113 2.83858
H 1.50025 -0.18251 3.74053
C -2.06439 -2.52200 3.08631
C -0.57727 -2.18126 3.22160
P 0.28075 -2.16188 1.61455
C 2.04887 -2.57210 1.82125
C 2.44727 -3.14640 3.18036
C -0.45333 -3.58127 0.74380
C -0.23435 -4.90106 1.49276
H -2.60084 -2.24327 3.99173
H -2.20219 -3.59176 2.94455
H -2.53290 -2.02310 2.24113
H -0.08595 -2.94793 3.82478
H -0.40924 -1.23795 3.74453
H 2.64067 -1.70504 1.54628
H 2.24551 -3.29092 1.02171
H 2.29520 -2.43661 3.99404
H 3.50576 -3.40203 3.16132
H 1.89778 -4.05522 3.42207
H -0.00052 -3.64397 -0.23931
H -1.51301 -3.37423 0.58940
H 0.82385 -5.13992 1.59161
H -0.69516 -5.70862 0.92558
H -0.68268 -4.90372 2.48518
```

The total charge is +2. The HOMO-LUMO gap comes out at 7.485 eV. As for the highest occupied orbital energy: -15.26 eV.

These are the natural (NBO) partial charges, in e, on atoms 1 to 2: atom 1 (Pd): 0.762, atom 2 (O): -0.539

# 5
C3H13NO3 | ωB97M-V/def2-TZVPD

```
20
Properties=species:S:1:pos:R:3
C 1.86347 -1.74498 0.75640
N 0.70656 -0.93914 0.26084
C 1.08971 0.03640 -0.72589
C 0.03571 0.00984 -1.87552
O -1.24345 0.17272 -1.27709
H 2.84564 -1.25667 0.77370
H 1.95986 -2.62981 0.10482
H 1.71664 -2.17692 1.73083
H 0.41507 -0.55067 1.15300
H 0.93686 1.05644 -0.35993
H 2.09959 -0.07340 -1.11762
H 0.15051 0.83152 -2.57825
H 0.05152 -0.97094 -2.36607
H -1.14411 -0.27277 -0.41217
H -2.00862 1.55033 -0.47533
H -1.67938 3.00484 0.16384
O -2.31463 2.30366 0.06795
H -1.67004 1.17254 1.57820
H -2.32426 0.08358 2.48353
O -1.48665 0.39342 2.11475
```

Its SMILES is CNCCO.O.O. The total charge is 0. The HOMO-LUMO gap comes out at 10.144 eV. As for the highest occupied orbital energy: -9.32 eV.

These are the natural (NBO) partial charges, in e, on atoms 1 to 2: atom 1 (C): -0.419, atom 2 (N): -0.665

Question: Which formula does entry 3 have?
Answer: C18H15N3OTl